1 | The following is a DFT calculation (the ωB97M-V functional and the def2-TZVPD basis) of a cluster of 2 separate species, C4H8P2 in total.

Each line ends with the natural charge from an NBO analysis.
Positions of all 14 atoms, in Å:
C  0.73  -0.26  0.33  -0.1345
C  0.46  1.02  -0.08  -0.3102
C  1.78  -1.20  -0.25  -0.6525
C  -0.59  1.93  0.32  -0.3526
P  -1.78  -1.30  0.10  -0.0425
P  -3.05  0.23  -0.14  0.0408
H  0.21  -0.45  1.32  0.1993
H  0.76  1.20  -1.15  0.1855
H  2.09  -0.72  -1.23  0.2238
H  2.57  -1.22  0.61  0.2332
H  1.23  -2.08  -0.33  0.2250
H  -0.90  2.82  -0.25  0.2046
H  -0.80  2.12  1.34  0.1870
H  -2.69  -2.09  -0.60  -0.0070

Properties
HOMO-LUMO gap (alpha / beta) (eV): 6.96 / 6.79
Charge: 0

=====

2 | The following is a DFT calculation (the ωB97M-V functional and the def2-TZVPD basis) of an isolated molecule of C4H8P2.

Each line ends with the natural charge from an NBO analysis.
Positions of all 14 atoms, in Å:
C  2.05  -0.10  -0.54  -0.6651
C  1.00  -0.70  -1.48  -0.6786
C  -2.16  0.12  0.64  -0.7611
C  -0.25  0.87  0.44  -0.8129
P  -0.86  -0.78  1.28  0.5945
P  0.72  1.07  -1.05  0.7202
H  1.64  -0.30  0.48  0.2351
H  3.07  -0.04  -0.76  0.2343
H  1.34  -1.12  -2.42  0.2407
H  0.32  -1.41  -0.94  0.2255
H  -2.71  1.02  1.11  0.2376
H  -2.80  -0.26  -0.19  0.2378
H  -0.66  1.78  0.87  0.2265
H  -0.70  -0.15  2.57  -0.0344

Properties
HOMO-LUMO gap (eV): 8.80
Structure (SMILES): C=[PH]=CP1CC1
Charge: 0

=====

List of relative energies, unit kcal/mol: 1 7.1; 2 0.0

=====

1 | The following is a DFT calculation (the ωB97M-V functional and the def2-TZVPD basis) of a cluster of 3 separate species, C4H14NO3 in total.

Each line ends with the natural charge from an NBO analysis.
Positions of all 22 atoms, in Å:
C  0.42  2.65  -1.14  -0.4094
N  -0.68  1.71  -0.83  -0.6665
C  -0.25  0.35  -0.91  -0.2394
C  -1.47  -0.54  -0.63  -0.4347
C  -2.00  -0.23  0.82  -0.0389
O  -0.92  -0.45  1.67  -0.9213
H  1.34  2.57  -0.60  0.1670
H  0.22  3.74  -0.68  0.1785
H  0.59  2.50  -2.28  0.1862
H  -1.19  1.79  0.07  0.3747
H  0.45  0.07  -0.12  0.2211
H  0.11  0.17  -1.95  0.1622
H  -2.32  -0.41  -1.32  0.1736
H  -1.21  -1.60  -0.54  0.2107
H  -2.47  0.72  0.86  0.1081
H  -2.79  -0.98  1.16  0.1163
H  1.23  -2.12  1.76  0.4343
H  0.05  -1.26  1.16  0.5007
O  1.00  -1.86  0.94  -1.0827
H  2.66  -2.10  0.43  0.5143
H  3.60  -2.34  1.54  0.4431
O  3.63  -2.38  0.60  -0.9977

Properties
HOMO-LUMO gap (eV): 7.84
Charge: -1

=====

2 | The following is a DFT calculation (the ωB97M-V functional and the def2-TZVPD basis) of a cluster of 3 separate species, C4H14NO3 in total.

Each line ends with the natural charge from an NBO analysis.
Positions of all 22 atoms, in Å:
C  0.77  0.79  -2.16  -0.4247
N  -0.03  1.02  -0.98  -0.6633
C  -1.16  0.13  -0.94  -0.2008
C  -2.08  0.46  0.23  -0.4318
C  -1.44  0.05  1.60  -0.0610
O  -1.24  -1.33  1.75  -0.8219
H  1.89  0.89  -2.21  0.2083
H  0.57  1.53  -2.97  0.1561
H  0.59  -0.09  -2.75  0.1679
H  0.63  0.94  -0.20  0.4059
H  -0.86  -0.96  -1.04  0.1675
H  -1.77  0.21  -1.89  0.1623
H  -2.17  1.54  0.21  0.1964
H  -3.08  0.00  0.06  0.1909
H  -0.45  0.50  1.83  0.1800
H  -2.08  0.37  2.42  0.1381
H  1.18  -1.52  0.17  0.4309
H  -0.22  -1.56  1.54  0.5218
O  1.19  -1.16  1.07  -1.1608
H  2.52  -0.98  1.13  0.4965
H  3.72  -0.38  2.03  0.4274
O  3.51  -0.46  1.09  -1.0857

Properties
HOMO-LUMO gap (eV): 8.57
Charge: -1

=====

List of relative energies, unit kcal/mol: 1 16.8; 2 0.0

=====

1 | The following is a DFT calculation (the ωB97M-V functional and the def2-TZVPD basis) of an isolated molecule of CH2O2S3.

Each line ends with the natural charge from an NBO analysis.
Positions of all 8 atoms, in Å:
C  -0.02  0.08  0.07  -0.6139
O  2.71  -0.28  -0.24  -0.8097
O  -2.71  0.18  -0.44  -0.8245
S  0.08  1.62  -0.34  0.0575
S  1.39  -1.21  0.07  0.5450
S  -1.51  -0.75  0.17  0.6617
H  3.25  -0.29  0.54  0.4891
H  -3.20  0.66  0.17  0.4948

Properties
HOMO-LUMO gap (eV): 8.45
Structure (SMILES): OSC(=S)SO
Charge: 0

=====

2 | The following is a DFT calculation (the ωB97M-V functional and the def2-TZVPD basis) of an isolated molecule of CH2O2S3.

Each line ends with the natural charge from an NBO analysis.
Positions of all 8 atoms, in Å:
C  0.06  0.19  0.02  0.7891
O  -0.05  1.33  -0.11  -0.5423
O  1.00  -0.65  0.07  -0.6100
S  2.58  -0.01  0.21  0.2720
S  -2.96  0.30  0.21  -0.1662
S  -1.48  -1.11  -0.01  -0.0677
H  3.09  -1.38  0.05  0.1524
H  -2.24  1.34  -0.44  0.1727

Properties
HOMO-LUMO gap (eV): 7.90
Structure (SMILES): O=C(OS)SS
Charge: 0

=====

List of relative energies, unit kcal/mol: 1 8.1; 2 0.0

=====

1 | The following is a DFT calculation (the ωB97M-V functional and the def2-TZVPD basis) of a cluster of 2 separate species, C4H6NO3 in total.

Each line ends with the natural charge from an NBO analysis.
Positions of all 14 atoms, in Å:
O  -0.93  2.58  -0.92  -0.7904
C  -1.66  1.93  -0.16  0.6219
C  0.50  -0.97  0.68  0.1959
C  0.99  0.43  0.37  -0.7292
N  1.20  -2.05  0.71  -0.5555
C  0.45  -2.06  -0.72  0.4832
O  -1.68  1.86  1.09  -0.7983
O  -0.65  -2.24  -1.11  -0.4854
H  -2.41  1.27  -0.68  -0.0125
H  -0.51  -0.92  1.10  0.1736
H  2.07  0.42  0.57  0.1997
H  0.81  0.82  -0.63  0.2787
H  0.52  1.09  1.10  0.2819
H  1.30  -2.16  -1.40  0.1363

Properties
HOMO-LUMO gap (eV): 7.01
Charge: -1

=====

2 | The following is a DFT calculation (the ωB97M-V functional and the def2-TZVPD basis) of the ion C4H6NO3 with charge -1.

Each line ends with the natural charge from an NBO analysis.
Positions of all 14 atoms, in Å:
O  1.80  0.12  1.74  -0.7845
C  1.05  -0.24  0.81  0.7475
O  1.23  -1.16  -0.02  -0.7999
C  -0.36  0.49  0.84  -0.1533
C  -1.18  0.46  -0.49  -0.5200
C  -0.46  0.13  -1.79  0.4390
O  -0.81  0.71  -2.81  -0.5934
N  -1.09  -0.37  1.77  -0.8487
H  -0.27  1.50  1.22  0.1883
H  -1.55  1.46  -0.70  0.2161
H  -2.00  -0.25  -0.40  0.2180
H  0.34  -0.62  -1.83  0.1770
H  -0.60  -0.57  2.62  0.3660
H  -1.32  -1.25  1.34  0.3478

Properties
HOMO-LUMO gap (eV): 8.09
Structure (SMILES): N[C@H](CC=O)C(=O)[O-]
Charge: -1

=====

List of relative energies, unit kcal/mol: 1 85.8; 2 0.0

=====

1 | The following is a DFT calculation (the ωB97M-V functional and the def2-TZVPD basis) of the ion CH4NO3 with charge -1.

Each line ends with the natural charge from an NBO analysis.
Positions of all 9 atoms, in Å:
C  1.06  0.16  0.20  -0.4501
N  -0.11  -0.49  0.61  0.0351
O  -0.55  -1.34  -0.27  -0.6927
O  -1.93  0.44  -0.56  -0.5320
O  -1.19  0.71  0.56  -0.3069
H  1.27  1.02  0.85  0.1856
H  1.84  -0.55  0.41  0.1772
H  0.96  0.37  -0.97  0.1478
H  -1.34  -0.33  -0.83  0.4361

Properties
HOMO-LUMO gap (eV): 7.06
Structure (SMILES): CN([O-])OO
Charge: -1

=====

2 | The following is a DFT calculation (the ωB97M-V functional and the def2-TZVPD basis) of a cluster of 2 separate species, CH4NO3 in total.

Each line ends with the natural charge from an NBO analysis.
Positions of all 9 atoms, in Å:
C  -1.67  0.12  -0.09  0.6183
N  1.56  -0.66  0.23  -0.5385
O  1.84  0.72  0.40  -0.6414
O  -0.85  0.98  0.26  -0.8038
O  -1.83  -1.05  0.46  -0.8016
H  -2.14  0.41  -1.05  0.0264
H  1.60  -0.87  -0.86  0.2774
H  0.92  1.22  0.33  0.4990
H  0.57  -0.88  0.32  0.3641

Properties
HOMO-LUMO gap (eV): 9.25
Charge: -1

=====

List of relative energies, unit kcal/mol: 1 111.9; 2 0.0

=====

1 | The following is a DFT calculation (the ωB97M-V functional and the def2-TZVPD basis) of an isolated molecule of C11H12O2.

Each line ends with the natural charge from an NBO analysis.
Positions of all 25 atoms, in Å:
C  -1.01  1.74  -0.22  -0.1525
C  -1.80  0.71  -0.89  -0.1908
C  0.37  1.76  -0.13  -0.2692
C  -2.60  -0.01  -0.09  -0.3791
C  2.01  -1.34  -1.39  0.5477
C  3.16  -0.46  -1.18  -0.5060
C  2.67  0.88  -0.60  -0.4333
C  0.79  -0.49  -1.14  -0.3270
C  1.19  0.64  -0.53  0.0604
C  -2.79  0.47  1.23  0.3170
C  -2.45  -1.52  2.55  -0.3279
O  2.15  -2.53  -1.59  -0.5507
O  -2.82  -0.11  2.35  -0.4360
H  -1.47  2.52  0.34  0.2397
H  -1.61  0.61  -1.92  0.2293
H  0.80  2.49  0.45  0.2049
H  -3.25  -0.92  -0.51  0.2289
H  4.02  -0.69  -0.68  0.2351
H  3.59  -0.19  -2.21  0.2280
H  3.12  1.05  0.33  0.2118
H  3.02  1.71  -1.18  0.2219
H  -0.17  -0.86  -1.27  0.2253
H  -2.93  -2.35  2.04  0.2099
H  -2.66  -1.53  3.65  0.2065
H  -1.35  -1.58  2.59  0.2060

Properties
HOMO-LUMO gap (alpha / beta) (eV): 7.59 / 7.59
Charge: 0

=====

2 | The following is a DFT calculation (the ωB97M-V functional and the def2-TZVPD basis) of an isolated molecule of C11H12O2.

Each line ends with the natural charge from an NBO analysis.
Positions of all 25 atoms, in Å:
C  -1.92  -1.39  -2.86  -0.2280
C  -0.63  -0.96  -3.13  -0.1968
C  -2.48  -1.28  -1.60  -0.1990
C  0.00  -0.25  -2.23  -0.2061
C  -1.77  -0.71  -0.57  -0.2153
C  -0.53  -0.15  -0.94  -0.0360
C  2.79  -0.02  2.64  -0.3835
C  1.99  0.61  1.78  -0.2170
C  0.26  0.61  -0.05  -0.2517
C  -0.34  1.54  1.18  0.0950
C  0.54  0.34  1.50  0.1948
O  0.08  2.85  1.13  -0.6850
O  -0.12  -0.63  2.27  -0.6824
H  -2.31  -1.89  -3.75  0.2105
H  -0.41  -1.10  -4.16  0.2099
H  -3.52  -1.51  -1.40  0.2115
H  0.81  0.30  -2.37  0.1956
H  -2.03  -0.97  0.45  0.2286
H  3.78  0.00  2.62  0.1956
H  2.29  -0.80  3.35  0.1798
H  2.50  1.31  1.12  0.2061
H  1.12  1.16  -0.60  0.2279
H  -1.29  1.42  1.60  0.1949
H  0.79  2.94  1.72  0.4712
H  0.41  -1.41  2.30  0.4791

Properties
HOMO-LUMO gap (eV): 8.77
Structure (SMILES): C=C[C@@]1(O)[C@@H](O)[C@@H]1c1ccccc1
Charge: 0

=====

List of relative energies, unit kcal/mol: 1 59.3; 2 0.0

=====

1 | The following is a DFT calculation (the ωB97M-V functional and the def2-TZVPD basis) of an isolated molecule of C3H2F2O.

Each line ends with the natural charge from an NBO analysis.
Positions of all 8 atoms, in Å:
C  -0.49  1.38  -0.68  0.4381
C  0.88  -1.48  -0.72  0.5484
C  -0.32  0.26  0.44  -0.2762
O  0.87  -0.50  0.20  -0.5221
F  -1.46  2.14  -0.32  -0.3090
F  2.08  -2.07  -0.58  -0.3465
H  -0.32  0.58  1.54  0.2370
H  -1.24  -0.31  0.13  0.2304

Properties
HOMO-LUMO gap (eV): 9.33
Charge: 0

=====

2 | The following is a DFT calculation (the ωB97M-V functional and the def2-TZVPD basis) of a structure of composition C3H2F2O.

Each line ends with the natural charge from an NBO analysis.
Positions of all 8 atoms, in Å:
C  0.32  0.82  -0.06  0.1942
C  1.06  -0.35  0.02  0.5667
C  -0.91  -0.10  0.02  -0.1020
O  -0.01  -1.25  0.10  -0.4927
F  0.39  2.09  -0.02  -0.2718
F  2.28  -0.82  0.02  -0.2728
H  -1.50  -0.11  0.84  0.1884
H  -1.63  -0.28  -0.93  0.1901

Properties
HOMO-LUMO gap (eV): 9.83
Charge: 0

=====

List of relative energies, unit kcal/mol: 1 59.0; 2 0.0